w:
The following is a quantum chemistry calculation of a 21-piece molecular cluster, H41O21 overall, from OMol25.

The LUMO energy is 1.89 eV. Its net charge is -1. Its multiplicity is 1. The value obtained for the HOMO-LUMO gap is 9.415 eV.

The geometry in XYZ format:
```
62
H41O21 the ωB97M-V functional and the def2-TZVPD basis
O 3.30725 -0.47995 2.13835
H 2.59729 -0.99205 2.78496
H 2.85844 -0.30784 1.36720
O 4.32578 2.39352 0.45572
H 2.80540 -1.27421 -1.63825
H 3.72622 1.59568 0.07311
O -3.45420 -0.69961 2.40730
H -3.63877 1.12814 1.13967
H -2.60584 -1.01296 2.57452
O -4.53598 1.43374 0.98320
H 0.85085 -1.86763 0.27860
H 0.45625 0.48076 0.22309
O -0.78739 3.74653 -1.18673
H -0.23137 4.25908 -0.51452
H -1.59672 3.53518 -0.58758
O 0.72241 2.65563 -3.03929
H -3.04457 2.90699 0.64326
H 1.39553 3.16707 -3.03235
O -3.00372 2.88705 -0.40496
H -3.69927 -0.44421 3.34521
H 4.28436 2.23348 1.44593
O -0.74122 2.35750 4.08774
H -4.52863 1.11586 0.04559
H 0.46866 2.69029 -2.02646
O -0.69584 -1.41391 3.91293
H 0.07047 2.25257 3.89953
H -1.05620 -0.53121 3.62176
O 2.45171 1.90202 -0.96491
H -3.59796 3.46937 -0.86914
H 2.76691 1.11952 -1.53116
O -4.05107 -2.85641 0.25420
H 3.21997 -3.02958 -0.97872
H -3.90071 -2.00779 -0.10290
O -3.48094 0.11247 -1.49012
H -2.62054 0.49048 -1.43187
H -3.79386 0.40175 -2.23469
O 0.97830 -2.72936 0.60511
H 1.19055 -2.71885 1.55160
H -0.14944 -1.09431 4.74960
O 0.47980 -5.17945 0.57408
H -0.54757 -5.13143 0.54792
H 0.75986 -4.16935 0.59656
O 2.76736 0.14540 -4.06391
H 2.38565 0.67475 -3.44358
H 1.95163 -0.01083 -4.57940
O 2.82999 -2.96025 -1.97272
H 3.60240 -2.98189 -2.59171
O 1.35459 0.64546 0.88016
H 1.69793 1.75383 -0.39470
H 1.20622 1.28307 1.55417
O -1.74052 1.60137 1.72067
H -1.20083 1.30825 0.85233
H -1.54526 0.82286 2.19299
O -0.79947 0.71492 -0.32104
H 1.37915 -3.37305 -3.19787
H -0.77819 1.43611 -0.80162
O 1.62153 -3.55284 -4.14359
H -1.34647 2.36106 3.42233
H 1.77422 -2.79826 -4.54268
O 2.49489 -1.16301 -0.79683
H 1.88933 -0.63501 -0.56813
H -3.80122 -2.59221 1.07453
```



x:
The following is a quantum chemistry calculation of H41O21 as an isolated structure, from OMol25.

The LUMO energy is 2.24 eV. Its net charge is -1. Its multiplicity is 1. The value obtained for the HOMO-LUMO gap is 8.992 eV.

The geometry in XYZ format:
```
62
H41O21 the ωB97M-V functional and the def2-TZVPD basis
O -2.33394 0.12013 3.99305
H -1.93183 0.91637 4.37914
H -1.63523 0.10218 3.31715
O 0.03092 -0.49000 -1.22155
H -0.05896 0.69974 -1.22324
H -0.91050 -0.66131 -1.03005
O 3.20397 1.82207 -1.73494
H 3.02714 1.12319 -1.10626
H 2.45297 1.75801 -2.34947
O 4.68954 -0.98350 1.18272
H 5.10972 -0.12414 1.08879
H 4.93704 -1.39886 0.34487
O 0.07265 -3.44822 -0.70243
H -0.65948 -3.13949 -0.14951
H 0.29828 -4.35420 -0.47956
O -3.55099 -1.92208 -1.61520
H -3.86453 -2.74427 -1.21908
H -3.96952 -1.15121 -1.21982
O 2.35290 -1.60607 -1.82491
H 1.96268 -1.33864 -2.65606
H 1.57857 -1.75526 -1.25943
O 0.78188 1.10127 -3.50213
H -0.13920 0.81966 -3.62735
H 1.14860 0.24575 -3.25753
O -3.68517 -0.96094 1.05148
H -2.90804 -0.33755 0.93437
H -4.28760 -0.53897 1.67300
O -0.85272 2.31760 4.13210
H -1.53116 2.86931 4.53217
H -0.26444 2.71050 3.48133
O 0.11224 4.43696 -1.06504
H 0.23249 0.34776 1.05100
H -0.23768 3.55756 -0.74566
O 1.44469 4.56640 2.37088
H 1.05693 4.86197 1.53308
H 2.20078 4.07170 2.02702
O -0.18093 -0.92220 -5.26875
H 0.27995 -1.74957 -5.08503
H -1.06288 -1.31376 -5.31730
O 2.42627 3.07599 0.42328
H 2.90013 2.63478 -0.31785
H 1.51000 3.05004 0.11772
O -1.26970 -4.58061 1.73826
H -1.38278 -3.60993 1.68873
H -0.32807 -4.70225 1.57120
O 0.15321 0.37600 2.02403
H 1.08811 0.39788 2.26469
O -1.29385 -2.37258 -3.43901
H -2.19455 -2.36634 -3.09439
H -0.80984 -2.12107 -2.63093
O -2.44199 1.27021 0.65444
H -2.28937 1.51856 1.58185
H -1.48127 1.38777 0.31202
O 2.11761 -1.37503 2.16094
H 2.09567 -1.92895 2.93791
H 2.85421 -1.24646 1.54469
O -1.25317 -1.91120 1.74492
H -0.44510 -1.38495 1.70143
H -1.98566 -1.31173 1.94959
O -0.52212 1.88533 -0.94993
H -1.10618 1.65202 -1.68329
H 0.74931 4.15466 -1.73216
```



x (173.3 kcal/mol below the next structure)



w:
The following is a quantum chemistry calculation of C3H5ClN2 as an isolated structure, from OMol25.

The LUMO energy is 0.97 eV. Its multiplicity is 1. The value obtained for the HOMO-LUMO gap is 9.149 eV.

The geometry in XYZ format:
```
11
C3H5ClN2 the ωB97M-V functional and the def2-TZVPD basis
C -0.49481 0.02309 0.02681
C -1.81380 0.30201 -0.02830
C 0.42304 -1.13251 -0.00031
N -0.18910 1.41660 0.13273
N -1.58949 1.70283 -0.11264
Cl -3.30337 -0.51321 0.01011
H 1.02872 -1.12944 -0.90756
H 1.09457 -1.09953 0.85680
H -0.15618 -2.05109 0.03384
H 0.42686 1.82546 -0.56711
H -2.01383 2.31246 0.58245
```



x:
The following is a quantum chemistry calculation of one molecule with the formula C3H5ClN2, from OMol25.

The LUMO energy is 0.62 eV. As for the structure (SMILES): [H]/N=C/N/C=C/Cl. Its multiplicity is 1. The value obtained for the HOMO-LUMO gap is 9.038 eV.

The geometry in XYZ format:
```
11
C3H5ClN2 the ωB97M-V functional and the def2-TZVPD basis
H -1.99835 -1.87878 0.08998
N -1.13555 -1.36353 -0.06808
C -1.39904 -0.10201 0.04497
N -0.48118 0.90743 -0.02031
C 0.89311 0.76891 -0.06540
C 1.53834 -0.38835 -0.05408
Cl 3.26091 -0.31299 0.01920
H -2.47036 0.26710 0.18765
H -0.85049 1.86059 0.06122
H 1.56622 1.63579 -0.13611
H 1.07639 -1.39416 -0.05905
```



x (34.4 kcal/mol below the next structure)



w:
The following is a quantum chemistry calculation of one molecule with the formula C3H4N2OS2, from OMol25.

The LUMO energy is -0.06 eV. As for the structure (SMILES): Oc1[nH]c(=S)[nH]c1S. Its multiplicity is 1. The value obtained for the HOMO-LUMO gap is 7.330 eV.

The geometry in XYZ format:
```
12
C3H4N2OS2 the ωB97M-V functional and the def2-TZVPD basis
O -1.39351 2.19462 -0.14729
C -0.61037 1.03733 0.01222
N 0.71783 1.13365 0.13248
C 1.30082 -0.12946 0.06919
S 2.96200 -0.42856 -0.07088
N 0.32890 -1.00769 0.08002
C -0.94406 -0.32227 0.01773
S -2.48852 -1.12887 -0.02545
H -0.75705 2.98920 0.24477
H 1.28096 2.01985 0.21039
H 0.50868 -2.00260 -0.00810
H -3.26544 -0.03983 0.19021
```



x:
The following is a quantum chemistry calculation of one molecule with the formula C3H4N2OS2, from OMol25.

The LUMO energy is -1.74 eV. As for the structure (SMILES): [H]/N=C(/N)SC(=O)C=S. Its multiplicity is 1. The value obtained for the HOMO-LUMO gap is 7.821 eV.

The geometry in XYZ format:
```
12
C3H4N2OS2 the ωB97M-V functional and the def2-TZVPD basis
H -2.25381 -1.49587 -0.57810
N -2.73570 -0.56173 -0.41949
C -1.65422 0.02217 -0.10845
N -1.49855 1.29704 0.46255
S -0.23972 -1.05763 0.20818
C 1.30689 -0.09378 -0.10086
O 1.13444 1.07313 -0.26942
C 2.66642 -0.88069 0.06838
S 3.89032 0.11202 -0.04341
H -2.56082 1.72154 0.53655
H -0.73223 1.75699 -0.26184
H 2.67698 -1.89317 0.50590
```



w (42.5 kcal/mol below the next structure)



w:
The following is a quantum chemistry calculation of a 2-piece molecular cluster, C9H17N3O overall, from OMol25.

The LUMO energy is 0.68 eV. As for the structure (SMILES): CCN(C)C(C)=O.Cc1c[nH]cn1. Its multiplicity is 1. The value obtained for the HOMO-LUMO gap is 9.499 eV.

The geometry in XYZ format:
```
30
C9H17N3O the ωB97M-V functional and the def2-TZVPD basis
C -1.58691 -0.46204 -0.34735
C -0.64277 -0.94096 -1.73252
N -0.02624 -2.24080 -1.69774
C -1.01259 -3.25467 -2.32979
C 1.21353 -2.31864 -1.13022
C 1.56209 -1.21447 -0.25886
O 1.96271 -3.22262 -1.41054
H -2.56456 -0.25116 -0.62189
H -1.49143 0.53500 0.35274
H -1.33239 -1.36985 0.18742
H -1.54181 -0.87008 -2.51936
H 0.27136 -0.26309 -1.79429
H -0.59419 -3.83836 -3.18487
H -1.20325 -3.79800 -1.50253
H -1.93692 -2.75958 -2.67552
H 1.39630 -0.09533 -0.27518
H 1.47365 -1.41784 0.75590
H 2.75091 -1.31623 -0.48036
C -1.39869 2.83965 2.42068
C -0.04591 2.79242 1.88480
C 1.08386 2.26183 2.51976
N 1.84196 1.88617 1.37320
C 1.36788 2.33232 0.22426
N 0.19627 2.90432 0.46789
H -1.84285 3.96451 2.55421
H -1.63851 2.24318 3.27538
H -2.13301 2.41490 1.65400
H 1.46158 2.17387 3.46831
H 2.57040 1.17479 1.63933
H 1.83952 2.11077 -0.81689
```



x:
The following is a quantum chemistry calculation of a 2-piece molecular cluster, C9H17N3O overall, from OMol25.

The LUMO energy is 0.76 eV. As for the structure (SMILES): CCN(C)C(C)=O.Cc1c[nH]cn1. Its multiplicity is 1. The value obtained for the HOMO-LUMO gap is 8.941 eV.

The geometry in XYZ format:
```
30
C9H17N3O the ωB97M-V functional and the def2-TZVPD basis
C -1.07987 0.02293 -1.09522
C 0.06438 -0.69869 -1.95648
N 0.08547 -2.06111 -1.70124
C -0.03904 -3.18375 -2.51567
C 0.49203 -2.39453 -0.40951
C 1.23617 -1.32164 0.36048
O 0.59936 -3.51476 0.01148
H -1.17078 -0.63706 -0.23140
H -2.18943 -0.12465 -1.39817
H -0.90846 0.97064 -0.75288
H -0.19818 -0.35534 -2.89510
H 0.96092 -0.08358 -1.64111
H -0.38610 -3.92360 -1.76330
H -0.80181 -3.22819 -3.32571
H 0.92748 -3.45134 -2.87365
H 0.59339 -0.60491 0.74169
H 1.88473 -1.72466 1.19620
H 2.01817 -0.80133 -0.14387
C -1.62342 3.29454 1.08821
C -0.36100 2.82740 1.66565
C -0.19574 1.92770 2.79058
N 0.77617 1.03932 2.45444
C 1.42696 1.69481 1.29416
N 0.70372 2.64209 0.82663
H -2.16160 3.72826 1.90050
H -2.28206 2.49628 0.65622
H -1.22201 4.00677 0.32404
H -0.88460 1.82608 3.52839
H 1.29345 0.33951 2.95664
H 2.44168 1.29281 0.90799
```



x (39.0 kcal/mol below the next structure)